Entry 1:
Computed, not measured: a cluster of 7 separate species, C44H40N4O25Si in total, with ωB97M-V/def2-TZVPD.

Cartesian coordinates (Å):
Si (1.015, 0.786, -2.026)
O (1.158, 9.813, 5.571)
O (1.970, 7.378, 5.940)
O (0.759, 3.472, 4.512)
O (-0.915, -5.510, -2.442)
O (-1.393, 10.208, -5.668)
O (-1.968, 7.688, -5.578)
O (3.499, -5.976, -7.227)
O (2.122, -4.776, -5.392)
O (-2.458, -0.546, 3.332)
O (0.029, 10.237, -1.184)
O (-5.452, -2.721, 5.798)
O (7.141, -5.950, -4.248)
O (-2.826, -5.830, 3.436)
O (-4.668, -5.868, 1.635)
O (-0.971, 8.701, 1.524)
O (1.651, -5.368, -1.140)
O (5.750, -4.794, -2.396)
O (-7.329, -2.802, 4.020)
O (-0.220, 6.244, 1.933)
O (1.240, 2.181, 2.316)
O (-0.447, 7.685, -1.129)
O (-0.217, -5.377, 0.553)
O (-2.979, 0.791, 5.490)
O (2.704, -4.374, 4.116)
O (4.602, -4.284, 2.373)
N (-0.114, -3.042, -1.930)
N (0.694, -1.361, -3.855)
N (0.365, -2.589, -4.181)
N (0.234, -1.820, -1.606)
C (3.842, -4.712, -3.772)
C (-1.258, 7.522, -3.341)
C (-0.644, 10.387, -3.432)
C (1.097, -4.889, 2.476)
C (-4.931, -5.142, 2.578)
C (2.352, -4.616, 2.864)
C (-0.271, 8.469, 2.626)
C (-5.220, -3.482, 4.874)
C (-0.581, 0.736, 2.678)
C (-0.431, 9.698, -2.300)
C (-0.616, 1.464, -1.403)
C (0.144, 7.024, 2.796)
C (-2.271, -5.221, -2.100)
C (3.514, -4.555, 1.892)
C (1.256, 7.601, 4.847)
C (0.049, 9.413, 3.523)
C (-6.276, -3.569, 3.792)
C (3.268, -5.030, -5.061)
C (-0.028, 2.567, 4.290)
C (4.130, -5.726, -6.092)
C (-1.933, 1.194, 4.789)
C (2.249, 0.764, -0.628)
C (1.547, 1.803, -3.490)
C (0.620, -0.988, -2.571)
C (2.017, -5.093, 0.100)
C (-3.882, -5.068, 3.668)
C (0.855, -5.130, 1.071)
C (-0.481, -4.786, -3.562)
C (5.410, -6.048, -5.856)
C (0.202, 1.768, 3.027)
C (-1.690, 0.376, 3.538)
C (-1.168, 9.692, -4.588)
C (3.273, -4.822, 0.492)
C (-4.024, -4.286, 4.749)
C (0.933, 6.656, 3.952)
C (-0.046, -3.394, -3.207)
C (-1.476, 8.214, -4.471)
C (0.822, 9.041, 4.691)
C (-0.711, 8.213, -2.197)
C (5.121, -5.036, -3.536)
C (-6.134, -4.350, 2.710)
C (-2.748, -6.021, -0.897)
C (5.989, -5.719, -4.570)
C (-1.147, 2.224, 5.138)
H (2.383, -0.215, -0.174)
H (-0.419, 0.154, 1.781)
H (-6.879, -4.413, 1.931)
H (2.596, 1.663, -3.741)
H (0.666, -5.489, -1.128)
H (0.318, -5.312, -4.043)
H (-2.900, -5.416, -2.973)
H (-3.598, -6.636, -1.178)
H (0.973, 1.480, -4.359)
H (1.228, 5.622, 4.047)
H (-2.357, -4.157, -1.873)
H (0.263, -4.931, 3.164)
H (-2.987, -6.266, 2.572)
H (-1.312, 2.810, 6.031)
H (6.662, -5.130, -2.511)
H (-1.953, -6.629, -0.482)
H (-3.355, 0.025, 5.012)
H (2.041, 8.239, 6.399)
H (-3.094, -5.345, -0.124)
H (4.111, -4.796, -0.191)
H (-0.446, 11.445, -3.518)
H (6.033, -6.544, -6.586)
H (3.220, 1.117, -0.971)
H (1.637, 2.928, 2.807)
H (-1.468, 6.466, -3.251)
H (1.351, 2.859, -3.321)
H (-1.280, -4.698, -4.306)
H (-3.279, -4.222, 5.529)
H (-7.157, -2.348, 4.869)
H (-1.363, 1.399, -2.195)
H (0.059, 9.527, -0.511)
H (-0.981, 0.875, -0.564)
H (2.591, -5.626, -7.120)
H (1.919, 1.444, 0.148)
H (-2.012, 8.416, -6.232)
H (-1.039, 7.848, 1.043)
H (-0.509, 2.501, -1.093)
H (3.669, -4.206, 4.097)
H (3.219, -4.226, -3.033)
H (-0.246, 10.447, 3.413)

Results
Lowest unoccupied orbital energy, hartree: -0.0593
SMILES string: CCOCc1nnc([Si](C)(C)C)nn1.O=C1C=C(O)C(=O)C=C1O.O=C1C=C(O)C(=O)C=C1O.O=C1C=C(O)C(=O)C=C1O.O=C1C=C(O)C(=O)C=C1O.O=C1C=C(O)C(=O)C=C1O.O=C1C=C(O)C(=O)C=C1O
Charge: 0
E_HOMO, eV: -9.1020
DFT total energy, hartree: -4090.13370


Entry 2:
Computed, not measured: the molecule C35H60N6O10 in a non-equilibrium geometry, with ωB97M-V/def2-TZVPD.

Cartesian coordinates (Å):
O (2.237, 2.285, 0.071)
O (0.666, 2.734, -1.514)
O (-2.770, -3.987, 1.663)
O (0.698, -3.643, -1.944)
O (3.653, -0.199, 1.878)
O (-4.037, 1.579, -1.046)
O (5.000, -0.874, 0.169)
O (-2.626, 3.234, -0.367)
O (-4.266, -2.679, 0.582)
O (-2.175, -1.691, -2.374)
N (2.975, -1.776, 0.414)
N (-0.792, -4.385, -0.439)
N (2.460, 1.426, -1.951)
N (-1.458, -0.397, -0.765)
N (-2.045, 1.956, -2.064)
N (-1.399, -1.672, -0.332)
C (1.653, -1.870, 0.993)
C (-3.232, -4.357, -0.660)
C (5.666, 1.466, 0.332)
C (-3.361, -1.097, 2.229)
C (-3.400, -3.657, 0.687)
C (-1.824, -2.416, -1.297)
C (-1.892, -3.908, -1.255)
C (0.468, -4.045, -0.821)
C (6.092, 0.009, 0.517)
C (1.347, -3.303, 1.424)
C (6.568, -0.248, 1.946)
C (-2.997, 2.197, -1.125)
C (1.684, 2.191, -1.137)
C (7.193, -0.356, -0.481)
C (1.529, -4.275, 0.248)
C (3.212, -2.653, -0.709)
C (-3.790, 2.737, 1.720)
C (-0.102, -0.246, -4.175)
C (-4.606, -1.796, 1.694)
C (-5.572, -0.788, 1.074)
C (-4.808, 4.269, -0.001)
C (-3.509, 3.780, 0.639)
C (2.940, -4.108, -0.324)
C (1.936, 0.994, -3.229)
C (0.249, 2.214, 1.470)
C (1.284, 4.421, 0.814)
C (-1.907, -0.430, -1.975)
C (2.522, 2.846, 2.332)
C (-2.136, 0.751, -2.857)
C (1.549, 2.956, 1.158)
C (-5.292, -2.618, 2.785)
C (-1.186, 0.832, -4.076)
C (0.962, -0.184, -3.078)
C (-2.724, 4.957, 1.221)
C (3.868, -0.889, 0.905)
H (-4.049, -4.080, -1.324)
H (-4.353, 1.911, 1.297)
H (-1.769, -4.292, -2.275)
H (-1.786, 0.789, -4.986)
H (3.056, -4.731, -1.212)
H (3.666, -4.430, 0.426)
H (-6.416, -1.307, 0.626)
H (-2.853, 2.354, 2.119)
H (-0.184, 2.611, 2.385)
H (-5.620, -1.960, 3.584)
H (1.401, -5.301, 0.612)
H (2.206, 4.901, 0.493)
H (-1.116, 2.334, -1.886)
H (3.166, 0.864, -1.501)
H (-5.352, 3.432, -0.429)
H (-1.794, 4.602, 1.655)
H (-4.588, 4.985, -0.790)
H (-5.430, 4.749, 0.750)
H (0.481, -0.082, -2.106)
H (-3.654, -0.382, 2.993)
H (-4.364, 3.187, 2.525)
H (1.620, -1.199, 1.853)
H (5.797, 0.034, 2.656)
H (2.773, 0.735, -3.879)
H (0.330, -3.340, 1.814)
H (7.496, -1.391, -0.344)
H (8.055, 0.288, -0.332)
H (2.812, 1.808, 2.470)
H (2.541, -2.377, -1.528)
H (-1.006, -4.493, 0.545)
H (2.034, -3.593, 2.223)
H (-6.157, -3.137, 2.378)
H (0.452, 1.155, 1.608)
H (0.388, -0.139, -5.146)
H (6.798, -1.304, 2.078)
H (6.474, 2.125, 0.634)
H (1.515, -1.125, -3.077)
H (-2.672, -1.816, 2.663)
H (1.415, 1.856, -3.651)
H (4.789, 1.677, 0.937)
H (-2.850, -0.568, 1.430)
H (-3.213, -5.437, -0.512)
H (0.550, 4.498, 0.017)
H (3.413, 3.437, 2.137)
H (7.464, 0.334, 2.142)
H (-5.071, -0.210, 0.300)
H (2.051, 3.210, 3.241)
H (0.907, -1.544, 0.261)
H (-3.177, 0.676, -3.202)
H (-0.717, 1.815, -4.040)
H (-0.465, 2.330, 0.659)
H (-2.486, 5.668, 0.434)
H (0.910, 4.937, 1.694)
H (-5.940, -0.113, 1.840)
H (5.425, 1.661, -0.711)
H (4.244, -2.538, -1.038)
H (-4.602, -3.350, 3.196)
H (-0.567, -1.233, -4.159)
H (-3.311, 5.455, 1.986)
H (6.831, -0.234, -1.498)

Results
Lowest unoccupied orbital energy, hartree: 0.0251
Energy above the lowest of the compared OMol25 structures with the same formula, charge and spin, kJ/mol: 144.2
Charge: 0
E_HOMO, eV: -8.8780
DFT total energy, hartree: -2450.80313


Entry 3:
Computed, not measured: a structure of composition C11H41CaN8O10 in a non-equilibrium geometry, with ωB97M-V/def2-TZVPD.

Cartesian coordinates (Å):
Ca (-15.542, 26.048, -6.780)
O (-13.636, 24.946, -6.075)
O (-19.319, 28.389, -1.941)
O (-18.838, 22.204, -9.856)
O (-16.961, 27.930, -6.002)
O (-23.254, 25.262, -2.771)
O (-19.312, 19.571, -2.914)
O (-19.605, 21.520, -0.358)
O (-16.023, 24.503, -2.599)
O (-14.799, 24.437, -8.617)
O (-16.851, 24.664, -5.372)
N (-14.111, 22.921, -5.330)
N (-17.819, 29.286, -4.505)
N (-15.507, 24.118, -10.709)
N (-17.486, 19.933, -4.189)
N (-17.770, 27.224, -4.048)
N (-17.553, 18.181, -2.963)
N (-15.763, 22.626, -9.197)
N (-12.149, 23.447, -5.407)
C (-22.418, 24.684, -3.768)
C (-17.956, 23.781, -5.305)
C (-15.387, 23.816, -9.452)
C (-19.272, 22.453, -1.316)
C (-13.309, 23.879, -5.608)
C (-18.183, 19.252, -3.298)
C (-15.539, 23.298, -2.020)
C (-20.149, 27.229, -2.127)
C (-19.630, 21.815, -8.804)
C (-19.333, 24.399, -5.070)
C (-17.486, 28.131, -4.923)
H (-19.309, 20.687, -0.732)
H (-19.201, 22.128, -7.852)
H (-16.437, 24.394, -3.458)
H (-17.922, 23.070, -6.130)
H (-18.206, 21.483, -9.902)
H (-20.655, 22.186, -8.798)
H (-13.753, 22.035, -5.003)
H (-17.935, 17.551, -2.273)
H (-21.918, 25.366, -4.455)
H (-17.801, 23.133, -4.443)
H (-24.054, 25.485, -3.253)
H (-23.046, 24.063, -4.406)
H (-17.713, 30.103, -5.089)
H (-21.570, 24.117, -3.384)
H (-19.375, 23.505, -1.049)
H (-15.994, 22.296, -8.271)
H (-20.981, 27.234, -1.423)
H (-15.097, 23.134, -5.277)
H (-15.149, 25.031, -10.949)
H (-16.623, 18.055, -3.337)
H (-20.136, 23.667, -4.980)
H (-12.026, 22.595, -4.879)
H (-18.435, 27.429, -3.316)
H (-16.559, 19.652, -4.473)
H (-19.351, 24.991, -4.155)
H (-18.375, 29.405, -3.670)
H (-15.305, 23.534, -0.982)
H (-17.840, 20.832, -4.482)
H (-20.459, 27.094, -3.163)
H (-11.316, 23.936, -5.703)
H (-19.518, 25.030, -5.940)
H (-20.035, 22.335, -2.085)
H (-19.883, 29.148, -1.776)
H (-15.767, 23.578, -11.523)
H (-16.050, 22.126, -10.027)
H (-19.660, 26.281, -1.901)
H (-14.632, 23.064, -2.576)
H (-19.683, 20.772, -8.494)
H (-17.456, 26.304, -4.321)
H (-18.272, 22.424, -1.748)
H (-16.159, 22.416, -1.852)

Results
Lowest unoccupied orbital energy, hartree: -0.0979
Energy above the lowest of the compared OMol25 structures with the same formula, charge and spin, kJ/mol: 373.4
Charge: +1
E_HOMO, eV: -11.2851
DFT total energy, hartree: -2311.64583


Entry 4:
Computed, not measured: a cluster of 3 separate species, C19H26NO9S in total, with ωB97M-V/def2-TZVPD.

Cartesian coordinates (Å):
S (1.709, -6.589, 0.404)
O (-1.487, -2.363, -1.532)
O (0.342, 9.025, -4.914)
O (-0.019, 4.944, -2.596)
O (-2.598, -1.010, 0.338)
O (-0.725, 10.340, -2.961)
O (0.919, -5.302, 0.808)
O (-2.114, 3.033, -2.007)
O (-1.022, 1.669, -3.920)
O (-1.101, 6.249, -0.669)
N (2.628, -7.096, 2.914)
C (0.747, -2.466, 4.157)
C (-1.356, 0.995, -2.968)
C (0.615, -3.021, 1.650)
C (-1.170, -0.440, -2.864)
C (-0.988, 8.387, -1.677)
C (1.150, -2.065, 2.741)
C (0.039, 8.328, -3.965)
C (1.549, -4.213, 1.602)
C (1.836, -7.652, 1.847)
C (-0.147, 6.252, -2.787)
C (0.727, -0.630, 2.424)
C (0.245, 6.896, -3.894)
C (-0.850, -3.402, 1.836)
C (-2.011, 1.734, -1.813)
C (-2.440, 1.106, -0.704)
C (-2.265, -0.319, -0.614)
C (-0.598, 9.038, -2.784)
C (-1.601, -1.058, -1.759)
C (-0.791, 6.960, -1.611)
H (-1.462, -2.510, 1.713)
H (-0.365, 10.535, -3.850)
H (-0.323, -0.583, 2.127)
H (0.937, -3.523, 4.362)
H (0.789, -7.751, 2.152)
H (-1.060, -3.825, 2.819)
H (-0.698, -0.959, -3.686)
H (2.246, -2.106, 2.688)
H (-1.925, -2.508, -0.667)
H (2.480, -3.957, 1.090)
H (-0.401, 4.779, -1.705)
H (0.858, 0.013, 3.295)
H (2.164, -8.614, 1.424)
H (1.768, -4.615, 2.588)
H (-1.172, -4.125, 1.087)
H (-1.721, 3.223, -2.886)
H (-1.443, 8.887, -0.833)
H (0.705, 6.397, -4.735)
H (2.702, -7.771, 3.670)
H (2.995, -6.156, 0.407)
H (-2.909, 1.627, 0.118)
H (1.327, -0.210, 1.616)
H (-0.315, -2.290, 4.332)
H (3.583, -6.918, 2.610)
H (1.312, -1.881, 4.883)
H (0.704, -2.487, 0.699)

Results
Lowest unoccupied orbital energy, hartree: -0.1369
Charge: +1
E_HOMO, eV: -10.9241
DFT total energy, hartree: -1869.38796